1.
2 unconnected molecules or ions with the total composition C6H11ClO4P, computed with the ωB97M-V functional and the def2-TZVPD basis.

Each line ends with the Mulliken charge.
Positions of all 23 atoms, in Å:
Cl (-0.045, -1.642, 3.042)  -0.3437
P (0.665, -0.501, 1.562)  0.8810
O (1.807, -1.588, 1.027)  -0.4368
O (1.396, 0.623, 2.182)  -0.7401
O (0.457, 0.177, -2.298)  -0.4285
O (-0.367, -0.298, 0.542)  -0.5627
C (-0.242, 2.731, 0.441)  -1.3829
C (0.251, -3.279, -0.064)  -0.8237
C (1.545, -2.309, -0.189)  0.0251
C (-0.336, 0.943, -1.994)  0.8725
C (-1.517, 2.426, -0.430)  -0.0393
C (-1.262, 1.788, -1.726)  -0.9937
H (0.004, 3.726, 0.396)  0.4851
H (-2.253, 1.767, 0.133)  0.1588
H (0.234, -4.119, -0.816)  0.3164
H (0.667, 2.187, 0.116)  0.2569
H (1.296, -1.423, -0.731)  -0.0344
H (2.528, -2.598, -0.497)  0.3426
H (-2.110, 1.687, -2.287)  0.3169
H (-0.382, 2.460, 1.412)  0.3229
H (-2.053, 3.358, -0.631)  0.3786
H (-0.520, -2.527, -0.191)  0.1931
H (0.239, -3.590, 0.999)  0.2359

Calculated values
* charge: -1
* molecular weight: 213.58 g mol⁻¹
* ΔE to the lowest compared entry with this formula, charge and spin: 0.00 kcal per mole
* gap between HOMO and LUMO: 8.9 eV


2.
A molecular structure, C6H11ClS, computed with the ωB97M-V functional and the def2-TZVPD basis.

Each line ends with the Mulliken charge.
Positions of all 19 atoms, in Å:
Cl (-1.268, -1.878, -0.013)  -0.2069
S (-1.656, 1.007, -0.973)  -0.1366
C (1.818, -0.844, 0.487)  -1.4447
C (0.864, -0.210, -0.507)  0.5560
C (-1.996, 1.641, 0.741)  -0.4612
C (-1.092, 0.575, 1.335)  -1.0139
C (-0.634, -0.123, 0.017)  0.2053
C (0.842, -0.715, -1.960)  -1.0759
H (2.900, -0.528, 0.420)  0.3364
H (1.322, 0.065, -2.559)  0.2644
H (-0.255, -0.760, -2.223)  0.3381
H (1.443, -1.678, -1.981)  0.3087
H (-0.305, 0.895, 1.888)  0.4059
H (-1.676, 2.616, 0.697)  0.3581
H (1.547, -0.629, 1.619)  0.2638
H (-1.685, -0.054, 2.070)  0.3192
H (-3.093, 1.575, 0.908)  0.3007
H (1.745, -1.864, 0.476)  0.4580
H (1.177, 0.909, -0.441)  0.2247

Calculated values
* charge: 0
* molecular weight: 150.67 g mol⁻¹
* ΔE to the lowest compared entry with this formula, charge and spin: 22.60 kcal per mole
* gap between HOMO and LUMO: 9.7 eV


3.
A molecular structure, C6H11EuN5P, computed with the ωB97M-V functional and the def2-TZVPD basis.

Each line ends with the Mulliken charge.
Positions of all 24 atoms, in Å:
Eu (-0.959, -0.896, -1.256)  0.5206
P (-0.522, -3.361, 0.238)  -0.1857
N (-3.099, 2.977, 0.249)  -0.7008
N (-2.349, 0.814, -0.105)  -0.5328
N (-4.182, 1.062, 1.177)  -0.8090
N (-3.064, 1.647, 0.635)  0.8324
N (-2.885, -0.439, 0.119)  -0.3198
C (-3.966, -0.229, 0.891)  -0.1717
C (2.452, -0.396, -0.275)  0.6319
C (2.301, 0.578, -1.336)  -0.0533
C (4.346, 0.946, -0.298)  -0.4305
C (3.719, -0.158, 0.354)  -0.9318
C (3.488, 1.390, -1.347)  -0.8026
H (3.687, 2.205, -2.040)  0.3371
H (4.126, -0.722, 1.190)  0.3243
H (-1.148, -3.569, 1.515)  0.0830
H (-0.979, -4.575, -0.362)  0.0909
H (1.443, 0.649, -2.025)  -0.0608
H (-2.174, 3.252, -0.068)  0.2601
H (5.321, 1.365, -0.046)  0.3579
H (-4.595, -1.040, 1.222)  0.4036
H (-3.465, 3.561, 0.990)  0.2683
H (0.769, -3.871, 0.604)  0.0997
H (1.736, -1.191, -0.026)  -0.2111

Calculated values
* charge: -1
* molecular weight: 336.13 g mol⁻¹
* multiplicity: 8
* ΔE to the lowest compared entry with this formula, charge and spin: 19.82 kcal per mole
* gap between HOMO and LUMO (spin up / spin down): 4.4 / 6.2 eV


4.
A molecular structure, C6H11F6N2PRb, computed with the ωB97M-V functional and the def2-TZVPD basis.

Each line ends with the Mulliken charge.
Positions of all 27 atoms, in Å:
Rb (0.438, -3.964, -0.063)  1.0008
P (-3.168, -10.380, -0.219)  1.1393
F (-3.272, -10.794, 1.360)  -0.3597
F (-4.371, -9.289, 0.001)  -0.3545
F (-4.174, -11.646, -0.675)  -0.3694
F (-2.981, -9.926, -1.730)  -0.3368
F (-2.047, -9.330, 0.287)  -0.3782
F (-1.936, -11.360, -0.420)  -0.3419
N (0.525, 4.094, 0.390)  0.0970
N (2.247, 2.827, -0.183)  0.1114
C (-0.502, 6.321, 0.194)  -1.0994
C (0.987, 3.153, -0.517)  -0.0752
C (-0.709, 4.814, 0.330)  -0.4127
C (3.123, 1.980, -0.905)  -0.8937
C (2.591, 3.569, 0.923)  -0.3667
C (1.544, 4.390, 1.268)  -0.3872
H (1.557, 5.207, 1.974)  0.4005
H (-1.216, 4.595, 1.269)  0.3193
H (0.413, 6.495, -0.373)  0.3497
H (2.799, 1.860, -1.939)  0.3628
H (-1.317, 6.686, -0.431)  0.3416
H (-1.263, 4.306, -0.459)  0.3571
H (3.129, 1.030, -0.370)  0.3069
H (-0.388, 6.791, 1.171)  0.3795
H (0.365, 2.712, -1.282)  0.3709
H (4.066, 2.525, -0.940)  0.3768
H (3.560, 3.336, 1.338)  0.4618

Calculated values
* charge: +1
* molecular weight: 341.60 g mol⁻¹
* ΔE to the lowest compared entry with this formula, charge and spin: 94.29 kcal per mole
* gap between HOMO and LUMO: 5.9 eV


5.
C6H11FN2 in the gas phase, computed with the ωB97M-V functional and the def2-TZVPD basis.

Each line ends with the Mulliken charge.
Positions of all 20 atoms, in Å:
F (1.016, -1.066, -1.208)  -0.3152
N (1.737, 0.547, 0.191)  -0.3797
N (-2.345, 1.119, 1.014)  -0.6884
C (-1.383, 0.709, 0.306)  0.2322
C (-1.001, -1.841, 0.797)  -1.3022
C (-0.381, -0.412, 0.761)  0.9227
C (0.805, -0.215, -0.131)  -0.1745
C (-1.416, 1.038, -1.172)  -0.9583
C (2.966, 0.706, -0.486)  -0.8377
H (-0.132, -0.301, 1.895)  0.3765
H (-0.660, -2.294, -0.168)  0.3015
H (-2.165, 0.772, 2.022)  0.2958
H (2.993, 0.115, -1.372)  0.3204
H (-2.181, 0.346, -1.577)  0.2424
H (3.182, 1.779, -0.716)  0.2635
H (-0.378, 1.014, -1.558)  0.2748
H (-0.633, -2.575, 1.494)  0.3518
H (-1.719, 2.083, -1.162)  0.3765
H (-2.019, -1.702, 0.898)  0.3951
H (3.716, 0.177, 0.173)  0.3028

Calculated values
* charge: 0
* molecular weight: 130.17 g mol⁻¹
* SMILES: [H]/N=C(/C)[C@@H](C)/C(F)=N/C
* ΔE to the lowest compared entry with this formula, charge and spin: 26.68 kcal per mole
* gap between HOMO and LUMO: 10.6 eV


6.
A gas-phase ion, C6H11FN3O2S (charge +1), computed with the ωB97M-V functional and the def2-TZVPD basis.

Each line ends with the Mulliken charge.
Positions of all 24 atoms, in Å:
S (-2.867, -2.403, -0.048)  1.1471
F (-3.644, -2.474, -1.386)  -0.1844
O (-1.842, -3.365, -0.080)  -0.4523
O (-3.776, -2.195, 1.004)  -0.4492
N (-2.217, -0.007, -1.413)  0.3604
N (-1.221, -0.253, 0.428)  0.0386
N (-1.481, 1.114, -1.252)  -0.7841
C (2.261, 0.506, 0.816)  -0.3462
C (1.534, 1.596, 0.003)  -0.6703
C (0.105, 1.898, 0.501)  -0.8388
C (2.821, -0.617, -0.056)  -1.2618
C (-2.100, -0.828, -0.393)  0.2030
C (-0.876, 0.969, -0.107)  0.4678
H (3.081, 0.957, 1.376)  0.3919
H (2.027, -1.246, -0.467)  0.2708
H (1.470, 1.271, -1.040)  0.4654
H (3.493, -1.256, 0.516)  0.3782
H (1.577, 0.084, 1.562)  0.2323
H (0.053, 1.788, 1.587)  0.4178
H (-0.203, 2.916, 0.264)  0.3700
H (-2.793, -0.132, -2.237)  0.2426
H (-0.892, -0.644, 1.303)  0.2876
H (2.095, 2.529, 0.003)  0.3685
H (3.397, -0.204, -0.886)  0.3451

Calculated values
* charge: +1
* molecular weight: 208.24 g mol⁻¹
* SMILES: CCCCc1n[nH]c(S(=O)(=O)F)[nH+]1
* gap between HOMO and LUMO: 10.5 eV


7.
2 unconnected molecules or ions with the total composition C6H11IN2S, computed with the ωB97M-V functional and the def2-TZVPD basis.

Each line ends with the Mulliken charge.
Positions of all 21 atoms, in Å:
I (5.136, 0.030, 0.139)  0.1892
S (2.265, -2.413, -0.651)  -0.3721
N (2.253, 0.946, -0.073)  0.0824
N (2.890, 2.211, -2.087)  -0.4797
C (2.597, 1.655, -1.124)  0.3747
C (-2.286, -0.747, -0.290)  -1.1553
C (3.093, 0.020, 0.486)  -0.5693
C (-0.941, -0.549, 0.476)  -0.3334
C (1.048, 1.292, 0.560)  -0.6604
C (-0.140, 0.544, -0.168)  -0.5872
H (-2.806, 0.171, -0.578)  0.3307
H (2.801, -0.447, 1.385)  0.4680
H (-2.877, -1.403, 0.317)  0.3663
H (0.331, 0.182, -1.042)  0.3542
H (0.698, 2.425, 0.565)  0.3246
H (-1.959, -1.123, -1.404)  0.2518
H (3.103, -2.599, -1.765)  0.1052
H (-1.061, -0.292, 1.519)  0.4132
H (-0.837, 1.305, -0.465)  0.3478
H (1.024, 0.889, 1.538)  0.3700
H (-0.534, -1.447, 0.285)  0.1795

Calculated values
* charge: 0
* molecular weight: 270.14 g mol⁻¹
* ΔE to the lowest compared entry with this formula, charge and spin: 65.43 kcal per mole
* gap between HOMO and LUMO (spin up / spin down): 6.4 / 7.5 eV


8.
2 unconnected molecules or ions with the total composition C6H11IS2, computed with the ωB97M-V functional and the def2-TZVPD basis.

Each line ends with the Mulliken charge.
Positions of all 20 atoms, in Å:
I (4.080, -2.659, -1.298)  0.0817
S (-0.069, -1.863, -0.720)  -0.1760
S (2.956, -3.861, 0.353)  -0.2332
C (-2.337, 0.847, 1.078)  -1.3283
C (0.913, -0.425, -0.582)  -0.8346
C (-1.349, -1.126, 0.251)  -0.3635
C (-1.211, 0.172, 0.430)  0.0075
C (-0.119, 0.687, -0.461)  1.0313
C (0.466, 2.078, -0.309)  -1.4482
H (0.678, 2.609, 0.684)  0.3154
H (-2.821, 1.410, 0.323)  0.3087
H (-0.425, 0.885, -1.520)  0.0677
H (1.479, -0.367, -1.478)  0.4401
H (1.977, -3.014, 0.415)  0.1245
H (-0.014, 2.902, -0.863)  0.3610
H (1.582, -0.383, 0.418)  0.3347
H (-2.151, 1.690, 1.817)  0.2877
H (1.496, 2.026, -0.814)  0.3173
H (-2.971, 0.187, 1.622)  0.4007
H (-2.158, -1.794, 0.655)  0.3054

Calculated values
* charge: 0
* molecular weight: 274.19 g mol⁻¹
* SMILES: CC1=CSC[C@@H]1C.SI
* ΔE to the lowest compared entry with this formula, charge and spin: 0.00 kcal per mole
* gap between HOMO and LUMO: 7.7 eV


9.
A molecular structure, C6H11K2N2O3, computed with the ωB97M-V functional and the def2-TZVPD basis.

Each line ends with the Mulliken charge.
Positions of all 24 atoms, in Å:
K (0.476, -2.536, -3.319)  1.0084
K (-0.442, 0.641, -3.296)  0.9729
O (0.852, -0.715, -2.845)  -1.5123
O (-0.503, -1.122, 2.522)  -0.4514
O (1.384, -0.403, 3.336)  -0.5479
N (0.744, -0.958, 2.450)  0.9321
N (-0.481, 2.007, 0.286)  -0.1013
C (-0.382, 0.631, 0.370)  -0.6365
C (-1.694, 0.118, 0.267)  0.0351
C (1.308, -0.561, -1.530)  0.1706
C (-2.556, 1.129, 0.254)  -0.6608
C (1.372, -1.257, 1.096)  -0.9065
C (-1.848, 2.326, 0.245)  -0.7319
H (-2.272, 3.318, 0.296)  0.4306
H (1.999, -2.140, 1.216)  0.3232
H (0.602, -1.408, 0.339)  0.3338
H (2.213, 0.043, -1.468)  0.3237
H (0.474, -0.095, -1.006)  -0.2863
H (1.977, -0.380, 0.865)  0.5456
H (0.550, 0.106, 0.217)  0.5376
H (-1.910, -0.939, 0.216)  0.4464
H (-3.625, 0.976, 0.235)  0.4379
H (1.552, -1.522, -1.076)  0.1083
H (0.213, 2.740, 0.329)  0.2287

Calculated values
* charge: +1
* molecular weight: 237.36 g mol⁻¹
* gap between HOMO and LUMO: 7.1 eV


10.
A molecular structure, C6H11MgO4, computed with the ωB97M-V functional and the def2-TZVPD basis.

Each line ends with the Mulliken charge.
Positions of all 22 atoms, in Å:
Mg (0.651, -0.654, -1.559)  0.8851
O (-0.259, 1.132, -0.869)  -0.3177
O (-1.166, -1.347, -1.285)  -0.6510
O (0.476, -1.924, 0.985)  -0.2949
O (1.754, -0.176, 0.192)  -0.3075
C (0.266, 1.663, 0.342)  -0.3596
C (-2.155, -0.441, -0.884)  -0.3325
C (-1.683, 1.002, -0.920)  -0.4400
C (0.213, -2.345, -0.275)  -0.3027
C (1.700, 1.217, 0.506)  -0.6554
C (1.658, -1.172, 1.178)  -0.0983
H (-2.127, 1.520, -0.057)  0.3390
H (2.546, -1.806, 1.067)  0.2866
H (2.050, 1.413, 1.528)  0.3771
H (0.196, 2.760, 0.346)  0.3517
H (-0.324, 1.247, 1.173)  0.4227
H (-0.254, -3.337, -0.194)  0.3862
H (-2.491, -0.691, 0.135)  0.3006
H (-2.020, 1.512, -1.832)  0.3829
H (1.596, -0.766, 2.195)  0.3648
H (2.375, 1.730, -0.191)  0.3276
H (-3.003, -0.537, -1.584)  0.3352

Calculated values
* charge: +1
* molecular weight: 171.46 g mol⁻¹
* gap between HOMO and LUMO: 8.1 eV